{
  "formula": "C19H21ClN2O7S2",
  "method": "ωB97M-V/def2-TZVPD",
  "smiles": "COc1ccc(NS(=O)(=O)c2ccc(Cl)c(C(=O)O)c2)cc1S(=O)(=O)N1CCCCC1",
  "energy_ha": -2629.3741,
  "spin_multiplicity": 1,
  "homo_lumo_gap_ev": 9.17,
  "e_homo_ha": -0.336,
  "symbols": ["C", "H", "H", "H", "O", "C", "C", "C", "C", "C", "C", "H", "H", "N", "S", "O", "O", "C", "C", "C", "C", "C", "C", "H", "H", "Cl", "C", "O", "O", "H", "H", "H", "H", "S", "O", "O", "N", "C", "C", "C", "C", "C", "H", "H", "H", "H", "H", "H", "H", "H", "H", "H"],
  "xyz": [[-0.76479, 1.09648, -3.28034], [-1.34509, 0.17844, -3.15449], [-1.40185, 1.96950, -3.11707], [-0.34285, 1.12924, -4.28269], [0.34467, 1.08373, -2.39423], [0.06034, 1.30563, -1.07528], [0.25592, 0.28648, -0.15116], [0.04627, 0.49858, 1.19502], [-0.41821, 1.72964, 1.64580], [-0.61567, 2.75880, 0.72798], [-0.36238, 2.55259, -0.61357], [-0.50477, 3.35576, -1.32061], [-0.99579, 3.70223, 1.08475], [-0.82963, 1.91373, 2.97071], [-2.52788, 2.01317, 3.10566], [-2.83313, 1.61455, 4.44268], [-2.94346, 3.29924, 2.64564], [-2.99612, 0.77076, 1.89988], [-2.66041, -0.54246, 2.14628], [-2.73006, -1.49148, 1.12878], [-3.16337, -1.08508, -0.14103], [-3.53022, 0.24252, -0.36431], [-3.43220, 1.17404, 0.64962], [-3.68102, 2.21201, 0.49583], [-3.87261, 0.52888, -1.34578], [-3.21176, -2.16780, -1.44951], [-2.27599, -2.88710, 1.39832], [-2.50247, -3.84077, 0.70684], [-1.60781, -2.97750, 2.55413], [-1.26180, -3.87851, 2.64719], [-2.33580, -0.83629, 3.13206], [-0.49441, 1.20056, 3.60394], [0.18730, -0.33085, 1.87111], [0.50456, -1.42042, -0.68200], [-0.24239, -1.61325, -1.88640], [0.14703, -2.22037, 0.45867], [2.08855, -1.72151, -0.99967], [2.65897, -1.23205, -2.23312], [3.37915, 0.10608, -2.05952], [4.38117, 0.02660, -0.91024], [3.66474, -0.40692, 0.36676], [2.98603, -1.75599, 0.13030], [2.39286, -2.06783, 0.99000], [3.74576, -2.52093, -0.06716], [2.91443, 0.34008, 0.63709], [4.37291, -0.49670, 1.19189], [4.85998, 0.99624, -0.76325], [5.15934, -0.70128, -1.15230], [3.88849, 0.35646, -2.99095], [2.64698, 0.88683, -1.85478], [1.83580, -1.14365, -2.94135], [3.36269, -1.99009, -2.59612]],
  "forces_ev_per_angstrom": [[-0.2036, -0.1420, -0.1641], [0.0000, 0.0657, -0.0082], [0.0562, 0.0084, -0.0144], [-0.0933, 0.0258, -0.0005], [0.1761, 0.2419, 0.3436], [-0.0311, 0.1925, -0.0684], [0.0711, -0.5897, -0.4383], [-0.0452, 0.3125, 0.2933], [0.6141, 0.0007, -0.9978], [0.1894, -0.1540, 0.0852], [0.0889, -0.2369, -0.2304], [0.0044, 0.0675, -0.0978], [0.0162, 0.1448, -0.0026], [-0.8639, 0.2368, 0.6026], [0.2677, -0.3186, 0.1524], [0.0858, -0.3372, 0.0254], [0.0324, -0.0539, -0.3934], [-0.0986, 0.4747, 0.3763], [-0.1998, -0.1795, -0.0143], [-0.0142, 0.1703, 0.0197], [0.0713, 0.2341, 0.4765], [0.0401, -0.2035, 0.0544], [-0.0804, -0.0061, 0.0754], [-0.0154, 0.1041, -0.1236], [-0.0146, 0.0277, -0.1056], [-0.3189, -0.0890, -0.5222], [-0.3266, -0.4053, -0.2002], [0.0337, -0.0284, 0.0972], [0.3212, 0.1409, 0.6007], [-0.2033, 0.0697, -0.1927], [0.1259, -0.0777, 0.0589], [-0.0317, -0.0752, 0.1469], [-0.1064, -0.0921, 0.1431], [-0.0661, -0.3183, -0.0835], [0.3167, 0.2542, -0.1859], [0.4317, 0.2178, 0.1101], [-1.0400, 0.0866, 0.2039], [-0.0018, 0.4318, -0.6460], [0.1652, -0.2490, 0.0726], [-0.1971, 0.2082, 0.0597], [0.1923, -0.2082, -0.1723], [0.2224, 0.1076, 0.7348], [0.2506, -0.0961, 0.0532], [-0.0779, -0.0004, 0.0237], [0.0255, 0.0181, 0.0677], [-0.0393, 0.0170, 0.0657], [0.0807, -0.0386, -0.0235], [0.1116, -0.0132, -0.0017], [-0.0496, 0.0532, -0.0550], [0.0118, 0.0475, -0.0606], [0.1947, -0.0548, -0.1526], [-0.0790, 0.0073, 0.0128]],
  "mulliken_charge": [-0.88, 0.23, 0.38, 0.27, -0.39, -0.31, 1.02, -0.22, -1.28, -0.24, -0.54, 0.54, 0.55, -0.29, 1.18, -0.70, -0.64, 0.11, -0.51, -0.24, 0.56, -0.70, -0.31, 0.55, 0.54, -0.11, 0.34, -0.58, -0.46, 0.35, 0.63, 0.48, 0.46, 1.63, -0.73, -0.80, -0.02, -0.93, -0.11, -0.95, -0.14, -0.93, 0.35, 0.45, -0.02, 0.43, 0.43, 0.33, 0.44, -0.06, 0.39, 0.43]
}